{"formula": "C70H83N8O8PSSn", "method": "wB97M-V/def2-TZVPD", "elements": ["Sn", "C", "C", "C", "C", "C", "C", "C", "C", "C", "C", "C", "C", "N", "C", "C", "N", "C", "C", "C", "C", "C", "C", "C", "C", "C", "C", "C", "C", "H", "H", "H", "H", "H", "H", "H", "H", "H", "H", "H", "H", "H", "H", "H", "H", "H", "H", "H", "H", "H", "H", "H", "H", "H", "H", "H", "H", "H", "H", "H", "H", "H", "H", "H", "H", "C", "C", "C", "C", "C", "O", "C", "N", "C", "C", "C", "C", "C", "C", "P", "C", "C", "C", "C", "C", "C", "C", "C", "C", "C", "C", "C", "H", "H", "H", "H", "H", "H", "H", "H", "H", "H", "H", "H", "H", "H", "H", "H", "H", "H", "H", "H", "H", "H", "H", "H", "C", "C", "C", "C", "C", "C", "O", "N", "C", "O", "N", "C", "O", "H", "H", "H", "H", "H", "H", "H", "H", "H", "H", "H", "C", "O", "C", "C", "H", "H", "H", "H", "H", "H", "O", "S", "O", "O", "C", "N", "C", "C", "C", "N", "C", "C", "C", "N", "C", "C", "H", "H", "H", "H", "H", "H"], "positions_angstrom": [[-0.2117, -0.5213, 0.2644], [-0.4689, -0.6907, 4.5734], [-1.2425, 0.6308, 4.6267], [-2.6648, 0.4443, 4.0934], [-0.3619, 1.7187, 4.0158], [0.2607, 2.5428, 4.9536], [1.2617, 3.4334, 4.6098], [1.6685, 3.4931, 3.2908], [1.0499, 2.7285, 2.3036], [1.6006, 2.8480, 0.8903], [2.0360, 4.2714, 0.5120], [2.8169, 1.9339, 0.7195], [-0.0032, 1.8378, 2.6470], [-0.6985, 1.1457, 1.6187], [-2.0338, 1.5204, 1.4217], [-2.7758, 0.9492, 0.4671], [-2.2335, -0.0390, -0.3674], [-3.1179, -0.6327, -1.2743], [-4.4248, -1.0175, -0.8613], [-5.3709, -1.3854, -1.8109], [-5.0581, -1.4750, -3.1560], [-3.7536, -1.2192, -3.5453], [-2.7781, -0.8037, -2.6449], [-1.3627, -0.6339, -3.1891], [-1.2339, 0.3864, -4.3228], [-0.8667, -1.9924, -3.6950], [-4.8050, -1.1698, 0.6076], [-5.9759, -0.2723, 1.0149], [-5.1461, -2.6348, 0.9142], [-1.0513, -1.4970, 5.0305], [0.4861, -0.6084, 5.0959], [-0.2730, -0.9623, 3.5382], [-1.3415, 0.9024, 5.6807], [-2.6671, -0.0308, 3.1152], [-3.2003, 1.3937, 4.0244], [-3.2114, -0.2057, 4.7851], [-0.0365, 2.4609, 5.9938], [1.7316, 4.0541, 5.3637], [2.4810, 4.1580, 3.0187], [0.8352, 2.5068, 0.1912], [3.0081, 4.5115, 0.9523], [1.3241, 5.0325, 0.8281], [2.1436, 4.3411, -0.5739], [3.5455, 2.1162, 1.5168], [3.2917, 2.1335, -0.2413], [2.5275, 0.8839, 0.7320], [-2.4586, 2.2957, 2.0509], [-3.8023, 1.2605, 0.3019], [-6.3769, -1.6327, -1.4849], [-5.8046, -1.7704, -3.8835], [-3.4871, -1.3406, -4.5907], [-0.7203, -0.2946, -2.3768], [-2.0807, 0.3376, -5.0103], [-0.3208, 0.2014, -4.8957], [-1.1649, 1.3971, -3.9299], [-0.9608, -2.7414, -2.9158], [0.1807, -1.9584, -4.0032], [-1.4570, -2.3108, -4.5595], [-3.9433, -0.9137, 1.2193], [-6.8796, -0.5239, 0.4515], [-5.7529, 0.7818, 0.8370], [-6.1942, -0.3976, 2.0790], [-6.0007, -2.9769, 0.3235], [-5.3933, -2.7529, 1.9737], [-4.2906, -3.2712, 0.6906], [3.3443, -1.5480, -1.0015], [3.5130, -0.7642, -2.3008], [4.6184, 0.2859, -2.1733], [2.1998, -0.1822, -2.8569], [2.3633, 0.1777, -4.3444], [1.8997, 1.5299, -4.4532], [1.5489, 1.9132, -3.1741], [1.6809, 1.0617, -2.2506], [1.1792, 3.3742, -3.2144], [2.2305, 4.1587, -3.7105], [2.0510, 5.4711, -4.1009], [0.7697, 6.0074, -4.0747], [-0.2622, 5.2564, -3.5454], [-0.0845, 3.9634, -3.0472], [-1.3715, 3.1887, -1.9487], [-2.9180, 3.3049, -2.9537], [-2.9724, 3.2282, -4.3418], [-4.1827, 3.0750, -5.0085], [-5.3702, 3.0128, -4.2993], [-5.3395, 3.1300, -2.9138], [-4.1309, 3.2660, -2.2519], [-1.7142, 4.6425, -0.8267], [-1.2722, 4.5607, 0.4856], [-1.4182, 5.6242, 1.3719], [-2.0140, 6.7995, 0.9506], [-2.5243, 6.8770, -0.3433], [-2.3945, 5.8044, -1.2099], [4.2883, -2.0257, -0.7211], [2.5839, -2.3241, -1.1136], [3.0455, -0.8951, -0.1832], [3.8114, -1.4885, -3.0687], [4.5585, 0.7867, -1.2084], [4.5561, 1.0530, -2.9527], [5.6006, -0.1849, -2.2464], [1.4308, -0.9438, -2.7135], [1.7807, -0.4598, -5.0108], [3.4088, 0.1544, -4.6582], [3.2115, 3.7074, -3.7955], [2.8922, 6.0516, -4.4583], [0.5775, 7.0074, -4.4442], [-1.2547, 5.6892, -3.5212], [-2.0634, 3.3090, -4.9271], [-4.1900, 2.9900, -6.0887], [-6.3113, 2.8700, -4.8159], [-6.2601, 3.1050, -2.3434], [-4.1254, 3.3359, -1.1707], [-0.8188, 3.6463, 0.8286], [-1.0519, 5.5247, 2.3874], [-2.0959, 7.6461, 1.6218], [-3.0282, 7.7766, -0.6776], [-2.8715, 5.8619, -2.1809], [0.7920, -7.3827, -0.7693], [0.5308, -7.1408, -2.2556], [-0.3234, -5.8916, -2.5295], [-0.5332, -5.7292, -4.0653], [-1.8967, -5.1846, -4.5029], [-1.6738, -6.0783, -1.8746], [-2.3712, -7.0555, -2.0474], [-2.0919, -5.0385, -1.0823], [-1.2090, -4.1152, -0.5325], [-1.7659, -3.4678, 0.4285], [-0.0006, -3.9214, -0.9503], [0.4691, -4.6724, -2.0022], [1.5333, -4.4187, -2.5285], [1.4139, -8.2676, -0.6299], [-0.1427, -7.5472, -0.2276], [1.3076, -6.5344, -0.3140], [0.0160, -7.9993, -2.6890], [1.4783, -6.9994, -2.7777], [-0.3725, -6.7029, -4.5334], [0.2596, -5.0710, -4.4175], [-2.6778, -5.9346, -4.3755], [-1.8662, -4.9011, -5.5561], [-2.1836, -4.2995, -3.9312], [-3.0050, -5.1071, -0.6563], [-2.3942, -3.2881, 3.1780], [-1.9642, -2.2391, 2.3227], [-0.9967, -2.5512, 1.3687], [0.1548, -3.3582, 1.9283], [-2.6958, -4.1749, 2.6139], [-3.2570, -2.9082, 3.7248], [-1.6157, -3.5684, 3.8935], [0.4927, -2.8856, 2.8495], [0.9919, -3.3574, 1.2326], [-0.1234, -4.4037, 2.1362], [10.5554, -0.6821, 6.9655], [9.2715, -1.3484, 7.0587], [9.1494, -2.5495, 6.2587], [8.7311, -1.4528, 8.4071], [8.0773, -0.1725, 6.3364], [8.2504, 1.1183, 6.6344], [7.2746, 1.9345, 6.2651], [6.1374, 1.5054, 5.6032], [6.0830, 0.1566, 5.2813], [7.0531, -0.6749, 5.6536], [4.9416, -0.4358, 4.5239], [4.0000, 0.3469, 3.8675], [2.9422, -0.2684, 3.2156], [2.7865, -1.5890, 3.1566], [3.7083, -2.3358, 3.7685], [4.7886, -1.8164, 4.4629], [7.4062, 2.9844, 6.5122], [5.3373, 2.1921, 5.3658], [4.0669, 1.4271, 3.8507], [2.1845, 0.3286, 2.7236], [3.5655, -3.4103, 3.7007], [5.5143, -2.4515, 4.9538]], "forces_ev_per_angstrom": [[-0.15, -0.20, 0.12], [0.01, 0.03, 0.06], [-0.04, -0.10, -0.23], [0.06, -0.08, 0.07], [0.04, 0.08, 0.09], [0.02, 0.05, -0.03], [-0.01, -0.04, -0.01], [-0.02, 0.00, 0.03], [0.04, -0.06, -0.01], [0.11, -0.03, 0.02], [-0.08, -0.03, -0.01], [-0.06, 0.02, -0.06], [-0.08, 0.10, -0.21], [-0.11, -0.20, 0.19], [0.10, 0.09, 0.05], [-0.01, 0.02, -0.18], [-0.01, -0.12, -0.11], [0.04, 0.18, 0.00], [0.06, -0.08, -0.01], [-0.01, 0.01, -0.01], [0.02, 0.03, 0.00], [0.00, -0.03, 0.05], [0.03, -0.01, 0.02], [-0.07, -0.07, -0.05], [0.03, -0.06, 0.04], [-0.01, 0.11, -0.02], [-0.08, -0.04, -0.05], [0.04, 0.02, 0.01], [0.00, 0.08, -0.01], [0.03, 0.03, -0.02], [0.00, 0.01, 0.00], [0.01, 0.01, 0.03], [0.01, 0.06, 0.03], [-0.04, 0.03, 0.07], [0.00, -0.04, 0.02], [0.00, 0.01, 0.01], [0.01, -0.04, -0.01], [0.00, -0.02, 0.00], [-0.05, -0.01, -0.03], [-0.02, -0.03, -0.05], [-0.02, 0.01, -0.01], [-0.03, 0.01, 0.01], [0.03, -0.01, 0.02], [-0.02, -0.02, -0.06], [-0.03, 0.00, 0.00], [0.05, 0.05, -0.03], [0.06, 0.01, -0.04], [0.13, 0.04, -0.05], [0.03, -0.03, 0.01], [0.00, 0.01, 0.00], [0.01, 0.04, 0.02], [0.04, -0.03, 0.01], [0.00, 0.04, 0.00], [-0.08, 0.03, 0.03], [-0.08, 0.04, -0.04], [-0.01, -0.08, 0.03], [-0.01, 0.00, 0.01], [0.05, 0.02, 0.05], [0.03, 0.01, -0.01], [0.01, 0.00, 0.02], [-0.04, -0.04, 0.01], [-0.02, 0.02, -0.02], [0.01, -0.01, 0.04], [0.01, -0.01, -0.03], [0.02, -0.02, 0.00], [-0.04, -0.01, -0.09], [-0.04, 0.15, 0.21], [-0.02, -0.01, -0.11], [-0.15, -0.13, -0.04], [0.00, 0.00, 0.01], [-0.12, -0.02, 0.03], [-0.01, -0.05, -0.03], [0.27, 0.45, 0.07], [0.20, -0.03, -0.24], [0.06, -0.02, 0.02], [-0.12, -0.06, 0.03], [0.08, -0.06, 0.01], [-0.15, 0.11, -0.04], [0.11, -0.11, 0.18], [-0.35, 0.21, 0.06], [-0.09, -0.18, 0.06], [0.11, 0.20, -0.08], [-0.02, 0.00, 0.00], [0.02, 0.01, 0.08], [0.03, 0.02, -0.04], [0.07, -0.06, -0.03], [-0.04, 0.01, -0.15], [0.05, 0.01, 0.04], [0.04, -0.01, 0.02], [-0.02, -0.02, -0.11], [0.02, -0.01, 0.06], [-0.07, -0.04, -0.02], [-0.03, 0.03, -0.04], [0.02, 0.01, 0.03], [-0.01, 0.00, 0.01], [0.00, 0.00, -0.03], [-0.02, 0.03, -0.01], [0.04, -0.03, 0.02], [0.01, 0.03, 0.05], [0.02, -0.03, 0.02], [-0.04, 0.05, -0.01], [0.01, -0.02, -0.02], [-0.02, -0.02, -0.05], [-0.01, -0.01, 0.00], [0.01, 0.00, 0.02], [0.08, -0.01, 0.11], [0.05, -0.12, 0.05], [0.01, 0.03, 0.00], [0.00, 0.02, 0.00], [0.01, -0.05, 0.00], [0.04, -0.05, 0.03], [0.08, -0.08, 0.02], [0.02, -0.03, -0.02], [-0.04, -0.03, 0.01], [-0.02, -0.02, 0.02], [0.10, 0.01, -0.05], [-0.02, 0.03, -0.10], [0.08, -0.02, 0.20], [0.05, 0.05, -0.11], [-0.13, 0.03, -0.03], [0.02, -0.05, 0.12], [0.00, -0.01, 0.00], [-0.04, 0.00, -0.06], [0.01, -0.02, 0.04], [-0.01, 0.02, -0.23], [-0.21, -0.04, 0.06], [0.11, 0.01, -0.03], [-0.15, 0.04, 0.03], [0.04, 0.00, 0.00], [0.01, 0.01, 0.02], [0.01, 0.01, 0.01], [0.00, -0.02, 0.01], [-0.01, 0.00, -0.02], [-0.03, -0.01, -0.06], [-0.02, -0.01, 0.02], [0.07, -0.03, 0.01], [0.00, 0.01, 0.00], [0.01, 0.01, 0.00], [-0.01, -0.09, -0.08], [0.00, -0.05, 0.03], [0.04, 0.05, 0.02], [-0.21, -0.18, -0.21], [0.30, 0.58, 0.19], [-0.09, -0.16, -0.01], [-0.01, 0.01, -0.02], [0.01, 0.02, 0.00], [0.00, 0.00, -0.01], [0.04, -0.01, 0.00], [-0.01, 0.00, 0.05], [0.05, 0.08, 0.02], [0.04, 0.02, 0.00], [-0.06, 0.06, -0.04], [0.00, -0.04, -0.01], [0.05, -0.05, 0.05], [-0.09, 0.04, 0.02], [-0.02, -0.06, -0.02], [0.03, -0.02, -0.01], [-0.03, 0.07, -0.01], [-0.02, -0.01, -0.04], [0.04, -0.02, 0.04], [0.07, 0.04, 0.04], [-0.06, 0.06, 0.02], [0.04, -0.15, 0.09], [0.05, -0.02, 0.07], [-0.04, 0.07, -0.04], [0.02, -0.05, 0.01], [-0.02, 0.00, 0.02], [0.03, 0.00, -0.03], [-0.03, -0.02, 0.02], [0.00, -0.02, 0.08], [0.02, 0.02, 0.01], [-0.02, -0.01, -0.02]], "lowdin_charge": [1.2576, -0.0527, -0.3469, -0.0707, -0.1266, -0.0559, -0.0947, -0.0627, -0.1568, -0.3743, -0.0661, -0.0793, -0.2031, -0.1419, -0.2605, -0.2470, -0.1410, -0.1768, -0.1347, -0.0662, -0.1007, -0.0673, -0.1212, -0.3556, -0.0411, -0.0564, -0.3724, -0.0663, -0.0604, 0.0764, 0.0826, 0.0491, 0.1139, 0.0469, 0.0751, 0.0757, 0.1025, 0.0936, 0.1045, 0.0822, 0.0740, 0.0643, 0.0689, 0.0822, 0.0584, 0.0172, 0.1129, 0.0935, 0.0997, 0.0877, 0.1032, 0.0382, 0.0789, 0.0682, 0.0259, 0.0587, 0.0701, 0.0751, 0.1008, 0.0684, 0.0646, 0.0751, 0.0701, 0.0750, 0.0573, -0.0747, -0.3672, -0.0586, -0.2728, -0.1068, -0.0300, -0.3330, 0.1929, -0.1332, -0.0357, -0.0753, -0.0770, -0.0923, -0.2891, 1.1693, -0.3745, -0.1146, -0.0938, -0.1008, -0.0830, -0.1021, -0.3327, -0.1027, -0.0718, -0.0949, -0.0922, -0.1120, 0.0847, 0.0543, 0.0305, 0.1348, 0.0582, 0.0706, 0.0787, 0.1016, 0.1100, 0.1167, 0.1185, 0.1005, 0.0999, 0.0902, 0.1015, 0.0971, 0.0938, 0.0995, 0.1009, 0.0607, 0.1079, 0.0952, 0.0947, 0.0955, -0.0712, -0.1822, -0.2926, -0.1464, -0.0872, -0.4324, 0.0922, 0.2429, -0.4075, 0.0227, 0.2201, -0.4428, 0.0752, 0.0718, 0.0773, 0.0801, 0.1145, 0.1210, 0.1132, 0.1100, 0.0718, 0.0755, 0.0539, 0.1641, -0.1027, -0.2189, -0.5218, -0.0976, 0.0848, 0.0862, 0.0795, 0.0570, 0.0565, 0.0868, -0.3780, 0.3821, -0.3761, -0.3746, -0.3475, 0.1114, -0.1336, -0.0095, -0.2184, 0.1634, -0.1435, -0.0047, -0.1374, 0.0786, -0.1319, -0.0036, 0.1012, 0.0956, 0.0931, 0.0761, 0.1029, 0.1138], "homo_ev": -2.0198, "homo_lumo_gap_ev": 5.36, "e_tot_ev": -128197.3821, "lumo_energy_ha": 0.1227, "total_charge": -2}